{"formula": "C3H4N2O", "method": "the ωB97M-V functional and the def2-TZVPD basis", "relative_energy_kj_mol": 384.5, "homo_lumo_gap_ev": 9.66, "energy_ha": -301.3408, "symbols": ["N", "C", "N", "O", "C", "C", "H", "H", "H", "H"], "positions_angstrom": [[-1.420, 0.515, -0.571], [-0.336, -0.761, 0.726], [-0.375, -1.915, 0.622], [1.890, -1.094, -0.284], [1.552, 0.055, -0.301], [0.054, 0.478, 0.140], [-2.025, 0.852, 0.190], [-1.833, -0.423, -0.755], [2.326, 0.837, -0.407], [0.166, 1.455, 0.642]], "nbo_charge": [-0.774, 0.213, -0.299, -0.443, 0.416, -0.249, 0.360, 0.387, 0.146, 0.242]}

{"formula": "C3H4N2O", "method": "the ωB97M-V functional and the def2-TZVPD basis", "relative_energy_kj_mol": 368.8, "homo_lumo_gap_ev": 9.34, "energy_ha": -301.3468, "symbols": ["N", "C", "N", "C", "C", "O", "H", "H", "H", "H"], "positions_angstrom": [[2.099, 0.099, -0.387], [0.836, -0.316, -0.117], [-0.070, 0.785, -0.054], [-1.234, 0.353, 0.214], [-2.116, -0.534, 0.668], [0.517, -1.484, 0.036], [2.310, 1.082, -0.395], [2.846, -0.574, -0.344], [-2.165, 1.050, 0.400], [-2.860, -0.949, -0.015]], "nbo_charge": [-0.812, 0.754, -0.586, 0.061, -0.099, -0.631, 0.406, 0.404, 0.293, 0.211]}

{"formula": "C3H4N2O", "method": "the ωB97M-V functional and the def2-TZVPD basis", "relative_energy_kj_mol": 329.9, "homo_lumo_gap_ev": 10.86, "energy_ha": -301.3616, "symbols": ["N", "C", "O", "C", "C", "N", "H", "H", "H", "H"], "positions_angstrom": [[1.495, 0.648, 0.022], [1.286, -0.568, 0.283], [0.041, -1.113, 0.141], [-0.831, -0.211, -0.494], [-2.123, 0.151, 0.081], [-3.069, 0.529, 0.629], [2.452, 0.921, 0.202], [1.996, -1.316, 0.640], [-0.447, 0.005, -1.481], [-0.799, 0.956, -0.022]], "nbo_charge": [-0.711, 0.401, -0.476, -0.176, 0.191, -0.318, 0.366, 0.173, 0.251, 0.299]}

{"formula": "C3H4N2O", "method": "the ωB97M-V functional and the def2-TZVPD basis", "relative_energy_kj_mol": 245.5, "homo_lumo_gap_ev": 9.39, "energy_ha": -301.3937, "symbols": ["O", "C", "C", "C", "N", "N", "H", "H", "H", "H"], "positions_angstrom": [[1.851, 0.188, 0.706], [0.576, 0.231, 0.282], [-0.503, -0.526, 0.615], [-1.429, -0.256, -0.402], [-1.037, 0.732, -1.212], [0.196, 1.038, -0.733], [1.904, -0.606, 1.258], [-0.656, -1.262, 1.386], [-1.686, -1.259, -0.712], [0.783, 1.720, -1.186]], "nbo_charge": [-0.654, 0.441, -0.422, -0.092, -0.262, -0.363, 0.494, 0.225, 0.222, 0.412]}

{"formula": "C3H4N2O", "method": "the ωB97M-V functional and the def2-TZVPD basis", "relative_energy_kj_mol": 160.4, "homo_lumo_gap_ev": 10.78, "energy_ha": -301.4261, "symbols": ["C", "C", "C", "H", "H", "H", "H", "N", "N", "O"], "positions_angstrom": [[0.881, 0.180, -0.272], [-0.413, 0.904, -0.011], [-1.594, -0.063, -0.228], [0.020, -1.518, 0.656], [1.837, -1.514, 0.252], [-0.455, 1.880, -0.729], [-0.559, 1.284, 1.222], [0.908, -1.090, 0.224], [-2.493, -0.784, -0.153], [1.869, 0.721, -0.963]], "nbo_charge": [0.633, -0.597, 0.260, 0.429, 0.427, 0.304, 0.290, -0.819, -0.312, -0.614]}

{"formula": "C3H4N2O", "method": "the ωB97M-V functional and the def2-TZVPD basis", "relative_energy_kj_mol": 566.2, "homo_lumo_gap_ev": [8.98, 8.98], "energy_ha": -301.2716, "symbols": ["N", "C", "C", "O", "N", "C", "H", "H", "H", "H"], "positions_angstrom": [[-1.222, -0.717, 0.861], [-0.150, -0.359, 0.147], [0.126, 1.016, 0.434], [0.744, 1.537, -0.743], [0.993, 0.486, -1.597], [0.559, -0.642, -1.072], [-1.315, -1.690, 1.182], [-1.137, 0.676, 1.127], [0.751, 1.256, 1.303], [0.651, -1.562, -1.641]], "nbo_charge": [-0.738, 0.193, -0.245, -0.301, -0.013, -0.115, 0.376, 0.383, 0.232, 0.229]}

{"formula": "C3H4N2O", "method": "the ωB97M-V functional and the def2-TZVPD basis", "relative_energy_kj_mol": 480.2, "homo_lumo_gap_ev": 8.07, "energy_ha": -301.3043, "symbols": ["N", "C", "N", "O", "C", "C", "H", "H", "H", "H"], "positions_angstrom": [[-1.570, 0.300, -0.046], [-0.151, -0.113, -0.011], [0.176, -1.381, -0.054], [1.532, -1.293, 0.001], [1.866, 0.043, 0.072], [0.806, 0.908, 0.069], [-2.120, -0.020, 0.755], [-2.060, 0.050, -0.908], [2.938, 0.188, 0.120], [-1.417, 1.319, 0.002]], "nbo_charge": [-0.700, 0.137, -0.192, -0.283, 0.044, -0.529, 0.430, 0.430, 0.196, 0.467]}

{"formula": "C3H4N2O", "method": "the ωB97M-V functional and the def2-TZVPD basis", "relative_energy_kj_mol": 438.3, "homo_lumo_gap_ev": 9.28, "energy_ha": -301.3203, "symbols": ["N", "C", "O", "C", "C", "N", "H", "H", "H", "H"], "positions_angstrom": [[-1.253, -1.147, 1.274], [-0.504, -0.448, 0.535], [-0.337, -0.672, -0.745], [0.549, 0.215, -1.424], [1.126, 1.272, -0.489], [0.625, 1.024, 0.644], [-1.309, -0.883, 2.252], [0.348, 0.997, 1.584], [-0.016, 0.694, -2.228], [1.354, -0.387, -1.853]], "nbo_charge": [-0.712, 0.598, -0.477, -0.175, 0.139, -0.625, 0.363, 0.453, 0.219, 0.219]}

{"formula": "C3H4N2O", "method": "the ωB97M-V functional and the def2-TZVPD basis", "relative_energy_kj_mol": 496.4, "homo_lumo_gap_ev": 7.52, "energy_ha": -301.2982, "symbols": ["O", "C", "N", "C", "C", "N", "H", "H", "H", "H"], "positions_angstrom": [[2.272, 0.668, -0.044], [1.203, 0.053, 0.002], [0.800, -1.198, -0.125], [-1.419, -0.702, 0.136], [-1.354, 0.591, 0.155], [0.162, 1.034, 0.267], [1.595, -1.849, -0.259], [-1.522, -1.757, 0.195], [-2.074, 1.432, 0.130], [0.338, 1.728, -0.458]], "nbo_charge": [-0.677, 0.704, -0.799, 0.154, -0.154, -0.569, 0.397, 0.266, 0.285, 0.392]}

{"formula": "C3H4N2O", "method": "the ωB97M-V functional and the def2-TZVPD basis", "relative_energy_kj_mol": 300.4, "homo_lumo_gap_ev": 9.12, "energy_ha": -301.3728, "symbols": ["N", "C", "O", "C", "C", "N", "H", "H", "H", "H"], "positions_angstrom": [[-0.816, 0.666, -0.551], [-0.796, -0.359, 0.670], [-1.575, -0.412, 1.563], [0.577, -0.875, 0.364], [1.027, 0.484, -0.239], [1.815, 1.317, -0.492], [-1.047, 1.654, -0.486], [-0.900, 0.355, -1.519], [1.162, -1.332, 1.177], [0.508, -1.576, -0.480]], "nbo_charge": [-0.885, 0.757, -0.456, -0.593, 0.261, -0.436, 0.419, 0.408, 0.266, 0.259]}